Density functional theory data (the ωB97M-V functional and the def2-TZVPD basis) for one molecule with the formula C5H7NO.

Last column: natural (NBO) charge in e.
Element x y z (Å)
C: -1.46924 -0.36730 0.31707  -0.41
C: -0.60245 0.47134 -0.58345  -0.29
C: 0.49168 1.32566 0.02090  -0.07
O: 1.64325 0.60502 0.47896  -0.50
C: 1.63543 -0.74252 0.49930  0.41
N: 0.75545 -1.55958 0.09951  -0.49
C: -0.41125 -1.01627 -0.52434  -0.07
H: -1.27931 -0.30261 1.38648  0.22
H: -2.51047 -0.51409 0.04610  0.22
H: -1.06390 0.88604 -1.47501  0.23
H: 0.12835 1.89155 0.88643  0.18
H: 0.86581 2.04130 -0.71651  0.20
H: 2.56289 -1.11013 0.93611  0.17
H: -0.74623 -1.60841 -1.37155  0.21

Computed properties:
2S+1: 1
HOMO energy (Eh): -0.3403
Maximum force (Eh/bohr): 0.0081
SMILES: C1=N[C@H]2C[C@H]2CO1
Kohn-Sham gap (eV): 10.236

***

Density functional theory data (the ωB97M-V functional and the def2-TZVPD basis) for C5H7NO as an isolated structure.

Last column: natural (NBO) charge in e.
Element x y z (Å)
C: -0.09709 1.69429 -0.05171  -0.23
C: 1.17775 0.89467 -0.36862  0.00
O: 1.62055 0.10122 0.72413  -0.47
C: 0.60949 -1.00040 0.64025  -0.03
C: -0.66787 -0.49594 1.05102  -0.05
N: -0.80529 0.35498 -0.02181  -0.34
C: 0.24321 -0.26164 -0.76587  0.08
H: -0.18724 2.24647 0.88289  0.22
H: -0.45411 2.27961 -0.90181  0.21
H: 1.99898 1.31211 -0.95245  0.19
H: 1.06236 -1.95838 0.88119  0.21
H: -1.75627 -2.35296 -1.33626  -0.02
H: -1.45277 -0.78587 1.74110  0.20
H: -1.20980 -1.88686 -1.54840  0.01

Computed properties:
2S+1: 1
HOMO energy (alpha / beta) (Eh): -0.2926 / -0.2961
Maximum force (Eh/bohr): 0.0074
Kohn-Sham gap (alpha / beta) (eV): 7.664 / 7.795

***

Density functional theory data (the ωB97M-V functional and the def2-TZVPD basis) for a 2-piece molecular cluster, C5H7NO overall.

Last column: natural (NBO) charge in e.
Element x y z (Å)
O: -1.65143 0.29142 -1.12706  -0.55
C: -0.87712 1.18094 -0.84327  0.43
N: -0.70796 0.49828 1.94758  -0.62
C: -1.14178 -0.68462 1.79618  -0.04
C: 1.74790 -1.21345 -1.49502  -0.49
C: 1.18295 -0.07388 -1.21957  0.20
C: 0.60126 1.06540 -0.92614  -0.42
H: -1.24199 2.16942 -0.50778  0.12
H: -0.39993 0.65159 2.91036  0.34
H: -1.50237 -0.98222 0.80834  0.19
H: -1.18007 -1.44009 2.59071  0.15
H: 2.00876 -1.91203 -0.70351  0.23
H: 1.96417 -1.50023 -2.52085  0.24
H: 1.19759 1.94945 -0.70997  0.24

Computed properties:
2S+1: 1
HOMO energy (Eh): -0.3549
Maximum force (Eh/bohr): 0.0108
SMILES: C=C=CC=O.C=N
Kohn-Sham gap (eV): 10.275

***

How do the records compare in electronic energy? In the order shown, they have -324.66613; -324.43631; -324.60985 hartree.